Here is a molecular structure, C29H33N3NaP2S2 at a distorted geometry from the Open Molecules 2025 dataset. Energies are from ωB97M-V/def2-TZVPD.

Calculated values
**Total charge**: -1
**LUMO level**: 1.81 eV
**Energy relative to the best compared isomer or geometry (same formula, charge and spin)**: 63.76 kJ/mol
**HOMO-LUMO gap**: 0.198 hartree
**HOMO level**: -3.57 eV

Positions of all 70 atoms, in Å:
Na 2.499 0.680 -0.425
S 1.513 0.215 2.633
P 0.001 -0.080 1.315
C 0.372 0.418 -0.226
P -0.421 0.144 -1.667
S 0.770 0.456 -3.270
C -1.205 -1.516 -1.857
C -0.507 -2.545 -2.486
C -1.008 -3.842 -2.502
C -2.221 -4.130 -1.889
C -2.932 -3.111 -1.270
C -2.425 -1.816 -1.258
C -1.885 1.260 -1.868
C -1.862 2.487 -1.202
C -2.916 3.385 -1.327
C -4.016 3.065 -2.117
C -4.049 1.847 -2.782
C -2.988 0.956 -2.659
C -1.491 0.834 1.940
C -1.309 2.138 2.412
C -2.391 2.974 2.650
C -3.688 2.527 2.422
C -3.887 1.234 1.967
C -2.796 0.399 1.731
C -0.469 -1.853 1.543
C -1.340 -2.298 2.534
C -1.615 -3.653 2.688
C -1.013 -4.585 1.854
C -0.128 -4.155 0.871
C 0.142 -2.801 0.720
H 0.434 -2.305 -2.969
H -0.448 -4.632 -2.992
H -2.612 -5.140 -1.896
H -3.881 -3.326 -0.791
H -2.988 -1.025 -0.780
H -1.012 2.700 -0.564
H -2.888 4.328 -0.793
H -4.845 3.758 -2.208
H -4.903 1.587 -3.397
H -3.023 0.010 -3.189
H -0.297 2.481 2.592
H -2.223 3.983 3.014
H -4.534 3.182 2.592
H -4.892 0.871 1.787
H -2.972 -0.608 1.377
H -1.797 -1.581 3.206
H -2.301 -3.980 3.461
H -1.234 -5.639 1.968
H 0.341 -4.877 0.213
H 0.811 -2.451 -0.057
N 2.655 2.919 0.290
C 4.082 3.224 0.458
C 4.720 2.151 1.342
N 4.443 0.795 0.879
C 5.496 0.048 0.200
C 5.200 -0.140 -1.293
N 3.920 -0.849 -1.454
H 2.149 3.658 -0.180
H 2.205 2.752 1.188
H 4.290 4.203 0.903
H 4.557 3.214 -0.530
H 4.302 2.256 2.347
H 5.798 2.337 1.417
H 3.964 0.260 1.594
H 5.585 -0.945 0.653
H 6.468 0.540 0.316
H 6.048 -0.651 -1.761
H 5.109 0.844 -1.762
H 4.025 -1.840 -1.276
H 3.515 -0.743 -2.380

Atom charges from the Löwdin analysis, given in e for atoms 1 to 8: 0.070, 0.184, 0.350, -0.610, 0.332, 0.123, -0.339, -0.123